Entry 1:
Formula: C17H24CoF4N2Si
Source: OMol25
Level of theory: ωB97M-V with the def2-TZVPD basis set

```
49
Properties=species:S:1:pos:R:3:forces:R:3
Co 0.942 0.460 -0.174 0.8 -0.2 1.3
C 3.929 -0.855 0.675 -0.1 -0.1 -0.1
C 3.093 -1.718 -0.262 0.3 0.3 0.1
N 1.622 -1.617 -0.122 -0.7 0.5 -0.2
C 1.056 -2.511 -1.168 -0.2 -0.1 -0.2
C -0.462 -2.567 -1.270 0.1 0.0 0.2
C 1.162 -2.065 1.214 -0.1 0.1 0.2
C 1.221 -0.998 2.324 0.3 0.1 0.0
N 1.207 0.316 1.722 -0.1 -0.1 -0.7
C 1.267 1.444 2.469 0.2 0.5 0.3
C 1.461 2.664 1.784 -0.2 -0.4 0.2
F 1.580 2.570 0.426 -0.2 0.0 -0.2
C 1.482 3.894 2.389 0.0 0.0 0.1
F 1.644 4.994 1.647 0.0 0.0 -0.1
C 1.344 4.000 3.761 0.0 0.0 0.0
C 1.190 2.826 4.471 0.0 0.2 -0.1
F 1.060 2.889 5.802 0.0 -0.1 0.1
C 1.157 1.586 3.865 0.1 -0.1 -0.2
F 0.995 0.499 4.646 0.0 0.0 0.1
H 4.970 -0.907 0.357 0.0 0.0 0.0
H 3.878 -1.203 1.705 0.0 0.1 0.0
H 3.608 0.184 0.641 0.1 0.0 0.0
H 3.378 -2.769 -0.129 -0.1 0.0 0.0
H 3.333 -1.442 -1.290 -0.1 -0.1 0.0
H 1.442 -3.527 -1.005 0.1 0.1 0.0
H 1.448 -2.161 -2.124 0.1 0.0 0.1
H -0.916 -3.139 -0.462 0.0 0.0 0.0
H -0.719 -3.070 -2.204 0.0 0.0 0.0
H -0.887 -1.565 -1.286 0.0 -0.1 0.0
H 1.729 -2.952 1.520 -0.1 -0.1 -0.1
H 0.120 -2.347 1.102 0.0 -0.1 0.0
H 2.113 -1.122 2.947 0.0 -0.1 0.0
H 0.357 -1.155 2.973 0.0 0.0 0.1
H 1.347 4.959 4.256 0.0 0.0 0.0
C -4.340 2.040 -2.670 0.2 -0.2 0.0
Si -3.267 0.493 -2.634 -0.1 0.0 0.0
C -4.202 -0.855 -1.697 0.1 0.2 -0.2
C -2.866 -0.047 -4.397 -0.1 0.1 0.2
C -1.668 0.757 -1.764 -0.2 0.3 -0.2
C -0.576 0.803 -1.222 -0.1 -0.7 -0.6
H -5.243 1.852 -3.256 0.0 0.0 0.0
H -3.817 2.885 -3.120 0.0 0.0 0.0
H -4.647 2.329 -1.664 0.0 0.0 0.0
H -5.177 -1.049 -2.149 0.0 0.0 0.0
H -4.370 -0.544 -0.664 0.0 0.0 0.0
H -3.645 -1.793 -1.676 0.0 0.0 0.0
H -3.771 -0.148 -5.000 0.0 0.0 0.0
H -2.344 -1.006 -4.408 0.0 0.0 0.0
H -2.220 0.688 -4.881 0.0 0.0 0.0
```
Positions in Å, forces in eV/Å.

Values from the calculation:
- frontier orbital gap (alpha / beta) (eV) = 7.1 / 7.8
- HOMO level (alpha / beta) (eV) = -7.75 / -7.96
- E_LUMO (alpha / beta) (eV) = -0.69 / -0.13
- 2S+1 = 2
- DFT total energy (a.u.) = -2843.30689



Entry 2:
Formula: C51H57AsN4O3P4S2Tl
Source: OMol25
Level of theory: ωB97M-V with the def2-TZVPD basis set

```
123
Properties=species:S:1:pos:R:3:forces:R:3
Tl -0.511 -0.902 0.438 0.1 0.0 0.1
S -0.710 1.351 2.517 0.2 0.0 0.0
P 1.281 0.951 2.487 0.2 0.2 -0.2
C 1.865 -0.209 1.447 -0.5 -0.6 0.4
P 2.583 -1.699 1.192 0.0 0.4 -0.2
S 1.638 -3.027 -0.015 0.0 0.1 0.1
C 4.221 -1.347 0.405 0.0 0.0 0.0
C 5.177 -0.647 1.143 0.0 0.0 0.0
C 6.383 -0.278 0.573 0.1 0.0 -0.1
C 6.653 -0.601 -0.755 0.0 -0.1 0.1
C 5.707 -1.292 -1.495 0.1 -0.2 0.1
C 4.498 -1.665 -0.916 0.1 -0.1 0.0
C 3.169 -2.722 2.611 0.1 0.0 0.0
C 3.919 -3.866 2.324 0.0 0.1 0.0
C 4.419 -4.657 3.341 0.0 0.0 0.0
C 4.171 -4.327 4.671 0.0 0.0 0.0
C 3.418 -3.204 4.965 0.0 0.0 0.0
C 2.924 -2.407 3.936 -0.1 0.0 0.1
C 1.792 0.859 4.256 0.0 -0.1 0.0
C 3.116 1.112 4.606 0.0 -0.1 0.0
C 3.547 0.951 5.914 0.0 0.0 0.0
C 2.654 0.535 6.892 0.0 0.0 0.0
C 1.329 0.295 6.556 0.0 0.0 0.0
C 0.899 0.462 5.247 0.0 0.0 0.0
C 2.109 2.551 2.071 -0.1 0.0 0.0
C 1.612 3.766 2.539 -0.1 0.0 0.0
C 2.235 4.958 2.205 0.0 0.0 0.0
C 3.364 4.950 1.391 0.0 0.0 0.0
C 3.873 3.745 0.935 0.0 0.0 0.0
C 3.250 2.551 1.281 0.0 -0.1 0.0
H 4.964 -0.383 2.174 0.0 0.0 0.0
H 7.117 0.262 1.160 0.0 0.0 0.0
H 7.594 -0.311 -1.206 0.0 0.0 0.0
H 5.903 -1.538 -2.532 0.0 0.0 0.0
H 3.753 -2.206 -1.486 0.0 0.0 0.0
H 4.096 -4.132 1.288 0.0 0.0 0.0
H 5.001 -5.539 3.102 0.0 0.0 0.0
H 4.562 -4.947 5.469 0.0 0.0 0.0
H 3.209 -2.936 5.994 0.0 0.0 0.0
H 2.332 -1.541 4.174 -0.1 0.2 0.0
H 3.819 1.424 3.841 0.0 0.0 0.0
H 4.581 1.146 6.170 0.0 0.0 0.0
H 2.989 0.406 7.915 0.0 0.0 0.0
H 0.626 -0.025 7.317 0.0 0.0 0.0
H -0.134 0.285 4.975 0.0 0.0 0.0
H 0.716 3.767 3.148 0.0 0.0 0.0
H 1.835 5.897 2.570 0.0 0.0 0.0
H 3.840 5.883 1.113 0.0 0.0 0.0
H 4.750 3.729 0.299 0.0 0.0 0.0
H 3.630 1.595 0.937 0.0 0.0 -0.1
C -5.618 -3.369 2.381 0.0 0.0 0.0
N -5.171 -3.647 1.031 0.0 -0.1 0.0
C -6.134 -4.320 0.185 0.0 0.0 0.0
P -3.845 -2.901 0.406 0.1 0.1 0.0
O -3.055 -2.257 1.464 -0.1 -0.1 0.1
O -4.461 -1.868 -0.685 0.1 0.0 0.0
P -3.934 -0.528 -1.447 0.0 0.0 0.1
O -2.686 -0.732 -2.199 0.0 0.0 0.0
N -3.964 0.646 -0.303 0.2 -0.1 -0.1
C -4.145 0.449 1.130 -0.1 0.0 0.1
C -3.101 1.796 -0.611 -0.1 0.0 0.0
N -5.168 -0.170 -2.484 0.0 0.0 0.0
C -5.139 -0.705 -3.834 0.0 0.0 0.0
C -6.498 0.099 -1.979 0.0 0.0 0.0
N -3.122 -4.061 -0.524 0.1 0.0 0.0
C -2.333 -3.722 -1.710 -0.1 0.0 -0.1
C -2.418 -5.058 0.295 -0.1 0.0 0.0
H -5.788 -4.305 2.922 0.0 0.0 0.0
H -6.557 -2.805 2.375 0.0 0.0 0.0
H -4.860 -2.794 2.907 0.0 0.0 0.0
H -6.361 -5.315 0.579 0.0 0.0 0.0
H -5.736 -4.438 -0.821 0.0 0.0 0.0
H -7.069 -3.752 0.128 0.0 0.0 0.0
H -4.777 -0.414 1.327 0.0 0.1 0.0
H -4.640 1.335 1.536 0.0 0.0 0.0
H -3.192 0.303 1.642 -0.1 0.0 0.0
H -2.991 1.918 -1.688 -0.1 0.0 0.0
H -2.109 1.671 -0.165 -0.1 0.0 0.0
H -3.556 2.702 -0.206 0.0 0.0 0.0
H -4.111 -0.902 -4.128 0.0 0.0 0.0
H -5.561 0.027 -4.527 0.0 0.0 0.0
H -5.724 -1.630 -3.914 0.0 0.0 0.0
H -6.442 0.492 -0.965 0.0 0.0 0.0
H -7.118 -0.806 -1.974 0.0 0.0 0.0
H -6.991 0.846 -2.607 0.0 0.0 0.0
H -2.848 -3.000 -2.334 0.0 0.0 0.0
H -2.182 -4.641 -2.281 0.0 0.0 0.0
H -1.353 -3.310 -1.445 0.0 0.0 0.0
H -2.986 -5.281 1.197 0.0 0.0 0.0
H -1.424 -4.702 0.582 0.0 0.0 0.0
H -2.316 -5.976 -0.286 0.0 0.0 0.0
C 4.600 1.584 -3.563 -0.1 0.0 0.0
C 3.630 1.703 -4.550 0.0 0.0 0.0
C 2.286 1.549 -4.235 0.0 0.1 -0.1
C 1.911 1.276 -2.925 -0.1 0.0 0.1
C 2.885 1.129 -1.942 0.0 -0.1 -0.1
C 4.226 1.293 -2.258 0.0 0.2 0.0
As 0.075 1.048 -2.290 0.0 0.0 0.0
C -0.926 1.310 -3.933 0.1 0.0 0.0
C -1.189 0.357 -4.906 0.0 0.0 0.0
C -1.967 0.691 -6.006 0.0 0.0 0.0
C -2.499 1.972 -6.116 0.0 0.0 0.0
C -2.254 2.922 -5.136 0.0 0.0 0.0
C -1.462 2.597 -4.038 0.0 0.0 0.0
C -1.123 3.499 -2.916 0.0 0.0 -0.1
C -1.536 4.820 -2.780 0.0 0.0 0.0
C -1.151 5.546 -1.662 0.0 0.0 0.0
C -0.363 4.961 -0.677 0.0 0.0 0.0
C 0.048 3.640 -0.801 0.0 0.0 0.0
C -0.323 2.920 -1.925 0.1 0.0 -0.1
H 5.647 1.701 -3.813 0.0 0.0 0.0
H 3.921 1.915 -5.573 0.0 0.0 0.0
H 1.536 1.656 -5.011 0.0 0.0 0.0
H 2.594 0.840 -0.936 0.0 0.1 0.1
H 4.977 1.163 -1.488 -0.1 0.1 -0.1
H -0.794 -0.648 -4.804 0.0 0.0 0.0
H -2.168 -0.047 -6.773 0.0 0.0 0.0
H -3.113 2.229 -6.970 0.0 0.0 0.0
H -2.683 3.912 -5.227 0.0 0.0 0.0
H -2.160 5.283 -3.535 0.0 0.0 0.0
H -1.475 6.574 -1.554 0.0 0.0 0.0
H -0.074 5.526 0.199 0.0 0.0 0.0
H 0.638 3.181 -0.018 0.0 0.0 0.0
```
Positions in Å, forces in eV/Å.

Values from the calculation:
- frontier orbital gap (eV) = 6.2
- HOMO level (eV) = -3.97
- charge = -1
- E_LUMO (eV) = 2.22
- DFT total energy (a.u.) = -6992.71929



Entry 3:
Formula: C6H11N
Source: OMol25
Level of theory: ωB97M-V with the def2-TZVPD basis set

```
18
Properties=species:S:1:pos:R:3:forces:R:3
C -1.681 -1.115 -2.053 1.8 -2.0 1.3
C -0.749 -1.387 -1.077 0.3 -1.1 0.0
C -0.102 -0.419 -0.100 -5.0 0.4 -2.0
C -0.768 0.777 0.126 1.9 0.3 -0.9
C 0.079 2.024 -0.092 0.1 0.8 2.3
N 1.114 -0.698 0.363 1.4 0.2 2.3
C 1.335 -0.411 1.838 1.4 1.5 -0.8
H -1.948 -1.983 -2.768 0.1 1.9 1.3
H -2.087 -0.112 -2.052 -0.2 -0.1 -0.5
H -0.258 -2.412 -0.998 -0.9 1.0 -0.5
H -1.819 0.953 0.338 0.0 -0.7 -0.9
H 0.325 2.377 -1.144 -0.4 -0.9 1.2
H 0.984 1.957 0.552 0.0 0.1 -1.0
H -0.437 2.821 0.459 0.0 0.4 -0.6
H 1.557 -1.517 -0.019 0.1 0.0 0.2
H 0.776 -0.975 2.623 -0.2 0.3 -1.1
H 1.278 0.730 2.002 -0.3 -2.0 -0.1
H 2.401 -0.608 2.003 -0.1 -0.2 0.1
```
Positions in Å, forces in eV/Å.

Values from the calculation:
- frontier orbital gap (eV) = 7.7
- HOMO level (eV) = -7.04
- E_LUMO (eV) = 0.71
- DFT total energy (a.u.) = -289.84777



Entry 4:
Formula: C32H28FN6NbO4
Source: OMol25
Level of theory: ωB97M-V with the def2-TZVPD basis set

```
72
Properties=species:S:1:pos:R:3:forces:R:3
Nb -0.911 -0.582 -0.191 0.4 0.6 0.3
C 4.927 4.000 0.600 -1.1 0.4 -0.8
C 5.339 2.779 -0.239 2.2 2.0 -1.3
C 6.620 2.272 0.448 -0.1 0.0 -0.2
C 7.016 0.918 -0.188 1.1 1.2 -0.3
C 5.895 -0.048 -0.043 -0.1 -1.4 -0.8
C 6.148 -1.427 0.050 -1.7 1.3 0.8
C 5.049 -2.284 0.195 -2.9 -0.3 0.2
F 5.202 -3.529 0.730 0.2 1.2 -1.1
C 3.696 -1.892 -0.070 0.9 -0.5 0.3
C 3.410 -0.513 -0.342 3.0 0.2 1.2
C 2.109 0.026 -0.418 0.1 -1.0 -0.2
O 1.143 -0.867 -0.261 -1.5 1.0 -0.1
C 1.957 1.387 -0.720 -1.0 -0.2 0.8
C 3.058 2.211 -0.685 1.7 -1.5 -0.6
N 4.332 1.734 -0.431 -3.2 2.4 0.2
C 4.557 0.428 -0.232 -0.7 -2.8 -0.3
C 0.618 2.073 -0.837 0.2 1.5 -0.7
O 0.496 3.224 -1.225 -0.3 -3.0 1.1
O -0.441 1.256 -0.411 0.7 0.2 -0.7
H 5.636 4.856 0.417 -0.8 -1.0 0.2
H 4.959 3.665 1.618 0.1 0.3 0.8
H 3.879 4.345 0.432 0.9 0.0 -0.1
H 5.574 3.138 -1.286 -0.1 -0.4 1.0
H 6.344 2.245 1.516 0.5 -0.6 -0.2
H 7.408 3.065 0.365 -0.7 -0.8 -0.1
H 8.017 0.511 0.143 -1.3 0.4 -0.3
H 7.091 1.175 -1.281 0.3 -0.5 0.7
H 7.128 -1.816 0.191 0.7 -0.1 0.0
H 2.860 -2.653 0.003 1.3 1.1 0.0
H 2.892 3.224 -1.010 0.4 0.3 0.4
C -3.232 3.051 -1.760 0.9 -0.3 0.2
C -3.207 1.608 -2.349 -0.6 -0.4 0.8
C -4.340 0.764 -1.745 0.2 0.2 -0.2
C -5.607 1.021 -2.196 1.0 0.8 -1.8
C -6.664 0.253 -1.840 -0.9 -1.3 1.9
C -6.461 -0.718 -0.852 0.9 -0.6 -0.4
C -5.161 -1.023 -0.286 -4.2 -0.1 0.6
C -5.094 -2.099 0.826 1.2 0.9 -1.0
C -5.744 -1.731 2.196 -0.9 0.8 -0.1
C -4.176 -0.195 -0.700 1.5 2.8 -0.4
N -3.026 0.046 0.147 1.9 -2.1 2.9
C -3.194 0.061 1.517 0.3 0.1 -1.4
C -2.210 -0.495 2.371 0.4 0.5 -0.1
C -2.271 -0.862 3.718 1.8 0.1 -1.6
C -1.108 -1.671 3.966 -1.6 0.0 0.8
C -0.384 -1.737 2.818 0.0 0.3 -1.2
N -1.003 -0.983 1.812 -0.6 -0.6 -0.5
H -3.136 3.810 -2.530 -0.1 0.0 -0.1
H -2.402 3.250 -1.047 -0.4 -0.3 -0.4
H -4.159 3.203 -1.212 -0.1 0.1 -0.1
H -2.334 1.027 -2.075 0.9 0.3 0.0
H -3.212 1.559 -3.459 -0.4 0.2 0.7
H -5.711 1.819 -2.936 -0.1 -0.3 0.2
H -7.657 0.421 -2.230 0.0 0.0 0.0
H -7.323 -1.275 -0.515 0.0 -0.3 0.1
H -4.014 -2.180 0.962 0.1 -0.7 0.3
H -5.408 -3.031 0.291 -0.1 0.6 1.1
H -6.223 -0.692 2.155 0.5 -1.5 0.0
H -5.085 -1.719 3.093 0.0 -0.2 -0.9
H -6.515 -2.468 2.439 -0.1 0.3 0.0
H -4.057 0.484 2.055 -0.1 -0.4 -0.9
H -2.980 -0.450 4.378 -0.8 -0.2 0.8
H -1.012 -2.249 4.887 0.5 0.4 -0.4
H 0.503 -2.296 2.556 0.0 0.1 0.3
O -0.957 -2.057 -1.310 -0.1 -1.3 -0.9
N -0.513 -2.995 -2.322 0.5 1.5 0.6
C 0.291 -3.878 -1.828 -1.1 0.0 -0.1
C 0.384 -4.053 -0.436 0.7 1.0 2.6
N 0.463 -3.877 0.705 -0.1 -0.6 -1.1
C 0.895 -4.874 -2.652 -0.9 -0.4 -1.6
N 1.038 -5.693 -3.452 0.4 0.4 0.6
```
Positions in Å, forces in eV/Å.

Values from the calculation:
- frontier orbital gap (eV) = 5.1
- HOMO level (eV) = -13.43
- charge = +2
- E_LUMO (eV) = -8.33
- DFT total energy (a.u.) = -2021.91725



Entry 5:
Formula: C5H6OS
Source: OMol25
Level of theory: ωB97M-V with the def2-TZVPD basis set

```
13
Properties=species:S:1:pos:R:3:forces:R:3
O -0.033 -2.064 0.196 -0.4 -0.6 -0.6
C 0.575 -0.814 0.316 0.1 0.5 1.8
C 1.654 -0.620 -0.680 -1.2 1.9 -0.3
C 1.552 0.569 -1.282 0.0 -0.5 -0.2
C 0.269 1.293 -0.904 0.8 1.3 -1.2
C -0.322 0.454 0.143 -0.8 -1.5 1.2
S -1.678 0.670 1.016 0.6 0.0 -0.6
H -0.970 -2.038 0.412 -0.1 0.3 0.2
H 1.008 -0.801 1.374 -0.3 0.4 -1.1
H 2.336 -1.377 -0.860 1.5 -1.1 -0.2
H 2.283 0.988 -1.979 -0.4 -0.2 0.1
H -0.420 1.419 -1.786 0.6 -0.1 0.8
H 0.512 2.310 -0.540 -0.4 -0.3 -0.1
```
Positions in Å, forces in eV/Å.

Values from the calculation:
- frontier orbital gap (eV) = 8.4
- HOMO level (eV) = -8.93
- E_LUMO (eV) = -0.48
- DFT total energy (a.u.) = -667.49553



Entry 6:
Formula: C2H3OSc
Source: OMol25
Level of theory: ωB97M-V with the def2-TZVPD basis set

```
7
Properties=species:S:1:pos:R:3:forces:R:3
H -0.708 0.541 -1.061 -0.2 0.8 1.5
O 1.027 -1.131 -0.051 -4.6 -0.8 -0.4
C -0.247 -0.998 -0.117 4.6 0.8 1.2
C -0.762 0.371 0.094 -1.6 -1.0 -1.5
H -1.834 0.355 0.338 0.3 0.3 -0.1
H -0.188 1.019 0.785 -0.1 -0.3 -0.6
Sc 2.712 -0.157 0.013 1.6 0.3 0.0
```
Positions in Å, forces in eV/Å.

Values from the calculation:
- frontier orbital gap (alpha / beta) (eV) = 8.5 / 7.6
- HOMO level (alpha / beta) (eV) = -19.72 / -18.86
- charge = +2
- E_LUMO (alpha / beta) (eV) = -11.20 / -11.30
- DFT total energy (a.u.) = -913.12677